1.
ORCA calculation (the ωB97M-V functional and the def2-TZVPD basis) on C32H78F6N5NaO18S2 as an isolated structure at a distorted geometry.

Computed properties:
- Gap between HOMO and LUMO: 0.321 Ha
- Molecular weight: 1022.105 g/mol

CARTESIAN COORDINATES (ANGSTROEM)
Na -2.0887 -14.6759 -21.0857
C 0.7015 -11.8707 -23.7737
F 1.7396 -11.9045 -22.8811
F -0.0264 -10.7829 -23.4918
F 1.1958 -11.6307 -24.9808
S -0.2089 -13.3999 -23.5991
O 0.6598 -14.3258 -24.2279
O -0.4011 -13.5532 -22.1816
N -1.6810 -13.3048 -24.1597
S -2.0501 -13.4146 -25.6903
O -1.3224 -12.5428 -26.5467
O -2.2940 -14.7342 -26.1412
C -3.7271 -12.6337 -25.5923
F -4.3168 -13.0305 -24.4530
F -3.5884 -11.3644 -25.4842
F -4.5292 -12.9470 -26.5737
C 5.0157 -17.0860 -24.1659
O 4.0436 -18.0781 -24.0528
C 2.8321 -17.5194 -23.6530
C 1.8725 -18.5894 -23.3025
N 2.5135 -19.5756 -22.4091
C 1.9805 -20.8382 -22.6446
C 0.5652 -21.1097 -22.1770
O 0.0277 -22.2912 -22.7536
C -0.9378 -22.9108 -21.9727
H 5.8892 -17.4451 -24.6696
H 5.2956 -16.7879 -23.1637
H 4.5120 -16.2403 -24.7463
H 2.3400 -16.8468 -24.4469
H 2.9394 -16.8121 -22.8427
H 1.4259 -19.0339 -24.1753
H 1.0509 -18.0526 -22.7937
H 3.4794 -19.6719 -22.6656
H 2.5985 -21.5361 -22.1428
H 1.9914 -21.1664 -23.7055
H -0.1531 -20.2942 -22.3586
H 0.4186 -21.3030 -21.1328
H -1.7337 -22.1881 -21.5899
H -0.4977 -23.3414 -21.0596
H -1.4440 -23.7066 -22.4881
C -5.2331 -13.2718 -20.1190
O -4.0893 -14.0142 -19.8114
C -4.3467 -15.0112 -18.8050
C -3.1471 -15.7805 -18.3621
N -2.4618 -16.3832 -19.5182
C -3.2866 -17.2439 -20.4247
C -2.5515 -17.7656 -21.6817
O -2.1226 -16.6320 -22.3719
C -1.5665 -16.8021 -23.7021
H -5.1018 -12.7867 -21.1016
H -5.4230 -12.4937 -19.3086
H -6.1560 -13.8748 -20.1360
H -5.0895 -15.7835 -19.0626
H -4.7899 -14.5679 -17.9373
H -3.5572 -16.5865 -17.6599
H -2.3650 -15.2849 -17.8213
H -1.6659 -16.8981 -19.1520
H -4.1201 -16.5989 -20.7906
H -3.8250 -18.0585 -19.9384
H -3.2516 -18.3296 -22.2983
H -1.7080 -18.4465 -21.4516
H -1.4470 -15.8373 -24.1167
H -2.1683 -17.4823 -24.3917
H -0.5068 -17.1097 -23.6402
C 2.4556 -12.9337 -15.9391
O 2.8587 -14.0328 -16.8102
C 3.2515 -15.1925 -16.0640
C 3.5270 -16.3695 -16.9349
N 2.3539 -16.7149 -17.7149
C 2.5140 -18.0480 -18.2889
C 1.3249 -18.3856 -19.2663
O -0.0048 -18.1948 -18.7011
C -0.3048 -19.1027 -17.7112
H 3.2957 -12.5145 -15.4676
H 1.7001 -13.3160 -15.2157
H 1.9012 -12.1858 -16.5850
H 2.4056 -15.3942 -15.3459
H 4.1826 -15.0154 -15.4478
H 3.6953 -17.2146 -16.2214
H 4.3596 -16.3451 -17.7328
H 1.4767 -16.7399 -17.1880
H 2.7353 -18.7667 -17.5170
H 3.4603 -17.9855 -18.9032
H 1.4194 -19.4234 -19.5671
H 1.3985 -17.6599 -20.1112
H -1.2100 -18.7569 -17.1878
H 0.4656 -19.2101 -16.9709
H -0.4220 -20.0766 -18.1577
C -4.0264 -19.2341 -26.5864
O -4.3295 -18.4967 -25.3918
C -5.1038 -17.3764 -25.7257
C -5.3393 -16.6457 -24.4616
N -6.1523 -17.2862 -23.4146
C -6.5539 -16.3021 -22.4656
C -7.2667 -16.9129 -21.3179
O -6.3268 -17.7771 -20.6546
C -6.9919 -18.6407 -19.7013
H -4.8872 -19.5164 -27.1333
H -3.4703 -20.1029 -26.2596
H -3.4520 -18.5758 -27.2652
H -6.0751 -17.6520 -26.2114
H -4.6200 -16.6817 -26.3871
H -5.7741 -15.6763 -24.7805
H -4.4444 -16.3093 -23.9511
H -5.5892 -18.0603 -23.0404
H -7.2561 -15.6491 -22.9050
H -5.8080 -15.6309 -21.9303
H -8.0894 -17.5089 -21.6855
H -7.6308 -16.2404 -20.5310
H -7.5786 -17.9829 -19.0356
H -6.1695 -19.0965 -19.0952
H -7.6780 -19.3726 -20.2139
C -1.3213 -11.4221 -19.7338
C -1.4914 -12.4670 -18.6191
O -1.0629 -13.7009 -19.0784
O -2.3967 -11.5699 -20.7160
H -0.4018 -11.5740 -20.2198
H -1.3888 -10.4480 -19.3164
H -2.5449 -12.5138 -18.3287
H -0.8948 -12.2650 -17.7509
H -0.0834 -13.7500 -19.1993
H -1.9756 -11.7244 -21.5941
C 3.8312 -14.1941 -20.9098
C 2.4234 -14.6807 -20.5480
O 1.8742 -13.8191 -19.5347
O 4.2447 -15.0071 -21.9992
H 4.5091 -14.1925 -20.0626
H 3.7113 -13.1705 -21.1893
H 2.4127 -15.7013 -20.1472
H 1.7482 -14.6479 -21.3834
H 2.1741 -14.0468 -18.6013
H 4.3617 -14.4849 -22.7866
C -4.9161 -8.2185 -22.6602
C -4.2100 -9.4197 -22.0779
O -4.8384 -9.7317 -20.8355
O -4.9680 -7.1216 -21.6944
H -5.9155 -8.5634 -23.0094
H -4.3303 -7.7654 -23.4620
H -3.1449 -9.1559 -21.8332
H -4.3472 -10.1827 -22.8064
H -4.1192 -10.2876 -20.4869
H -5.4622 -7.5138 -20.9283


2.
ORCA calculation (the ωB97M-V functional and the def2-TZVPD basis) on a 9-piece molecular cluster, C32H79F3NO9 overall.

Computed properties:
- Gap between HOMO and LUMO: 0.149 Ha
- Molecular weight: 678.976 g/mol
- Net charge: -1

CARTESIAN COORDINATES (ANGSTROEM)
C -0.0475 -1.9548 1.7782
C 0.3330 -1.4316 0.3990
C -0.3024 -2.3295 -0.6749
C 0.0338 0.0921 0.2048
N -1.1435 0.6438 0.8173
C -2.3278 0.5554 0.0106
C -3.5047 0.0425 0.8462
O -4.5698 -0.4975 0.0310
C -5.3228 -1.4238 0.7393
C -6.5748 -1.7923 -0.0556
F -6.4718 -3.0028 -0.6555
F -6.8785 -0.9213 -1.0358
F -7.6688 -1.8692 0.7440
H 0.5559 -1.5327 2.5911
H 0.1160 -3.0460 1.7835
H -1.0989 -1.7688 2.0237
H 1.4252 -1.5721 0.2987
H 0.1529 -2.1115 -1.6513
H -0.0737 -3.3793 -0.4302
H -1.3884 -2.1954 -0.7376
H 0.0965 0.2767 -0.8938
H 0.8828 0.6269 0.6407
H -2.2358 -0.1065 -0.8721
H -2.6394 1.5497 -0.4023
H -3.9243 0.8525 1.4656
H -3.1141 -0.7336 1.5238
H -5.6447 -1.0359 1.7174
H -4.7607 -2.3556 0.9094
C 0.1733 3.7270 3.9566
C 0.7268 3.6517 2.5398
C -0.2703 4.1856 1.5199
O 1.1083 2.3319 2.2093
H -0.7290 3.1146 4.0314
H 0.9032 3.3408 4.6701
H -0.0773 4.7537 4.2333
H 1.6495 4.2389 2.4889
H -1.1719 3.5689 1.5265
H 0.1513 4.1237 0.5158
H -0.5400 5.2245 1.7337
H 0.3086 1.7697 2.1901
C 2.9847 -7.2251 1.7815
C 2.1121 -5.9773 1.7783
C 0.6348 -6.3300 1.8466
O 2.3798 -5.1843 0.6239
H 2.7510 -7.8469 0.9124
H 4.0403 -6.9555 1.7313
H 2.8176 -7.8223 2.6798
H 2.3802 -5.3467 2.6278
H 0.3451 -6.9238 0.9776
H 0.0310 -5.4221 1.8484
H 0.4042 -6.9082 2.7442
H 2.1408 -5.7042 -0.1505
C 4.3334 5.8028 2.2195
C 3.5126 7.0564 2.4723
C 4.3521 8.3235 2.4236
O 2.8225 6.9506 3.7144
H 5.1045 5.6821 2.9851
H 3.6908 4.9225 2.2544
H 4.8271 5.8398 1.2464
H 2.7216 7.1163 1.7221
H 5.1242 8.2935 3.1980
H 3.7298 9.2010 2.6010
H 4.8462 8.4340 1.4571
H 3.4727 6.9023 4.4226
C 3.9791 0.8212 -2.9725
C 2.6224 1.4357 -2.6566
C 2.3362 2.6613 -3.5102
O 2.5198 1.7582 -1.2787
H 4.7763 1.5440 -2.7695
H 4.1512 -0.0559 -2.3481
H 4.0487 0.5247 -4.0211
H 1.8426 0.6891 -2.8207
H 3.0760 3.4438 -3.3198
H 1.3579 3.0711 -3.2623
H 2.3578 2.4259 -4.5769
H 3.1893 2.4183 -1.0710
C 6.9073 1.0154 1.9363
C 6.7727 2.2825 2.7663
C 5.4541 2.3212 3.5209
O 6.9144 3.4407 1.9405
H 6.1050 0.9632 1.1954
H 7.8598 1.0047 1.4053
H 6.8447 0.1242 2.5620
H 7.6028 2.3414 3.4734
H 4.6160 2.3133 2.8185
H 5.3779 3.2297 4.1190
H 5.3442 1.4588 4.1793
H 6.1918 3.4265 1.3034
C 1.2948 8.0422 -4.9338
C 0.9669 6.5775 -4.6843
C -0.4718 6.3869 -4.2304
O 1.8708 6.0080 -3.7428
H 1.1733 8.6170 -4.0112
H 2.3276 8.1520 -5.2653
H 0.6367 8.4721 -5.6906
H 1.1336 6.0099 -5.6020
H -0.6429 6.9133 -3.2872
H -0.6839 5.3311 -4.0653
H -1.1753 6.7744 -4.9691
H 1.7554 6.4648 -2.9028
C -1.7406 -10.4531 2.0983
C -1.9998 -9.3552 1.0786
C -3.1200 -9.7221 0.1186
O -0.8062 -9.0372 0.3668
H -1.4349 -11.3738 1.5923
H -0.9402 -10.1606 2.7781
H -2.6355 -10.6680 2.6840
H -2.2598 -8.4323 1.6001
H -2.8545 -10.6220 -0.4446
H -3.2903 -8.9157 -0.5940
H -4.0507 -9.9172 0.6529
H -0.5289 -9.8195 -0.1214
C -7.8170 -3.7132 -4.0702
C -9.0596 -2.8541 -3.8905
C -8.8463 -1.4407 -4.4113
O -9.4505 -2.8323 -2.5197
H -6.9847 -3.2837 -3.5067
H -7.9926 -4.7188 -3.6872
H -7.5194 -3.7846 -5.1178
H -9.9019 -3.3099 -4.4157
H -8.0340 -0.9573 -3.8627
H -9.7476 -0.8427 -4.2742
H -8.5869 -1.4456 -5.4715
H -8.7163 -2.4500 -2.0228


Across the entries above, energy takes the values -4451.80169 -2298.09885 a.u., respectively.
Across the entries above, HOMO energy takes the values -8.86 -1.93 eV, respectively.